Entry 1:
Computed, not measured: a structure of composition C28H39N7O8PPt in a non-equilibrium geometry, with ωB97M-V/def2-TZVPD.

Properties
LUMO (eV): -3.03
Calculated total energy (Ha): -2535.95053
Charge: +1
Frontier orbital gap (hartree): 0.314
Relative energy (zero: lowest compared OMol25 entry of this formula, charge and spin) (kJ/mol): 29.7
Highest occupied orbital energy (eV): -11.6

Each line ends with the Mulliken charge.
Geometry (Å):
Pt 0.2043 -0.2485 0.9792  2.578
C -1.5676 -2.5915 0.6679  -1.561
N -0.7111 -1.9951 1.7198  -0.409
C -1.5706 -1.7848 2.9078  -1.254
C 0.3860 -2.9573 2.0380  -1.548
C 1.4655 -2.8221 1.0088  1.506
C 2.3349 -3.8484 0.6613  -0.840
C 3.3859 -3.5908 -0.2065  -0.867
C 3.5761 -2.3108 -0.7120  -0.976
C 2.6976 -1.2850 -0.3818  0.310
C 1.6309 -1.5552 0.4589  -0.528
H -2.0376 -3.4890 1.0759  0.610
H -0.9564 -2.8500 -0.1887  0.141
H -2.3331 -1.8762 0.3783  0.609
H -2.1613 -2.6873 3.0734  0.395
H -2.2245 -0.9335 2.7341  0.299
H -0.9559 -1.6153 3.7847  0.530
H -0.0227 -3.9692 2.1016  0.587
H 0.7697 -2.6909 3.0256  0.491
H 2.2018 -4.8394 1.0793  0.528
H 4.0682 -4.3858 -0.4753  0.420
H 4.4137 -2.1061 -1.3662  0.522
H 2.8589 -0.2845 -0.7615  0.436
O -1.2313 2.6932 3.0216  -0.648
C -1.0450 2.2076 1.9275  -0.405
O -1.3964 0.9835 1.5957  -0.934
C -0.4355 3.0014 0.7987  1.347
C -0.9405 4.2580 0.5289  -0.474
C -0.4299 4.9872 -0.5305  -0.847
C 0.5980 4.5028 -1.3043  -0.447
C 1.1071 3.2534 -1.0043  -0.267
C 0.6097 2.4536 0.0298  -0.285
O 1.2059 1.2883 0.3074  -0.958
N 2.2428 2.8132 -1.8205  1.129
O 2.2254 3.1322 -2.9944  -0.595
O 3.1371 2.1941 -1.2825  -0.592
N -0.9873 6.3146 -0.8331  1.052
O -0.5147 6.9168 -1.7738  -0.619
O -1.8944 6.7082 -0.1315  -0.608
H -1.7229 4.6756 1.1471  0.640
H 0.9993 5.0847 -2.1209  0.670
C 3.2670 1.3249 6.2368  -1.538
C 2.5199 0.9165 5.0071  1.228
C 1.1331 0.8216 4.9976  -1.577
C 0.4681 0.4754 3.8435  -0.090
N 1.1297 0.1938 2.7102  0.433
C 2.4701 0.3214 2.6816  0.363
C 3.1800 0.6702 3.8053  -1.107
H 2.7360 1.0296 7.1398  0.408
H 3.3721 2.4118 6.2537  0.301
H 4.2668 0.8950 6.2537  0.406
H 0.5532 1.0518 5.8808  0.431
H -0.6067 0.5025 3.7800  0.805
H 2.9554 0.1528 1.7342  0.334
H 4.2554 0.7580 3.7339  0.474
C -3.2067 -2.7289 -2.0688  -1.192
N -1.9224 -2.2035 -2.5170  0.443
C -1.0020 -3.2475 -2.9650  -1.133
P -1.3631 -0.6941 -2.1781  -1.364
O -0.6148 -0.4878 -0.8818  1.403
N -2.7291 0.2150 -2.1465  0.546
C -3.6031 0.2762 -3.3165  -1.123
C -2.8085 1.4144 -1.3153  -0.632
N -0.3158 -0.4083 -3.4017  0.663
C -0.7023 -0.6192 -4.7942  -1.149
C 0.9844 0.2293 -3.2479  -0.308
H -3.7232 -3.1990 -2.9086  0.357
H -3.8322 -1.9345 -1.6726  0.369
H -3.0707 -3.4914 -1.2961  0.335
H -1.4509 -3.8039 -3.7900  0.343
H -0.7861 -3.9557 -2.1591  0.340
H -0.0648 -2.8132 -3.3036  0.346
H -3.5180 -0.6269 -3.9166  0.359
H -3.3632 1.1377 -3.9461  0.291
H -4.6387 0.3725 -2.9862  0.363
H -2.2351 1.2840 -0.4056  -0.271
H -3.8510 1.5766 -1.0366  0.488
H -2.4526 2.3001 -1.8530  0.296
H -1.5178 -1.3358 -4.8683  0.409
H 0.1511 -1.0221 -5.3428  0.394
H -1.0039 0.3152 -5.2733  0.276
H 1.1240 0.5417 -2.2204  -0.651
H 1.0560 1.1037 -3.8941  0.488
H 1.7801 -0.4718 -3.5158  0.305

***

Entry 2:
Computed, not measured: a structure of composition C28H40Br2F3MgN4O2P in a non-equilibrium geometry, with ωB97M-V/def2-TZVPD.

Properties
LUMO (eV): 3.91
Calculated total energy (Ha): -7449.61455
Charge: -2
Frontier orbital gap (hartree): 0.101
Relative energy (zero: lowest compared OMol25 entry of this formula, charge and spin) (kJ/mol): 125.2
Highest occupied orbital energy (eV): 1.2

Each line ends with the Mulliken charge.
Geometry (Å):
Mg -1.9523 0.5012 0.8433  1.002
C 2.7595 -0.1436 1.8116  -1.000
C 1.8256 0.2505 2.9115  0.140
C 2.2517 0.4425 4.1753  -0.316
C 1.3529 0.6406 5.2740  -1.881
C -0.0088 0.3267 5.0603  1.078
C -0.9888 0.2148 6.0736  0.279
Br -0.5199 0.6445 7.8938  -0.382
C -2.3117 -0.1268 5.8436  -0.710
C -2.6880 -0.4390 4.5598  -0.137
Br -4.5098 -0.9191 4.2201  -0.280
C -1.7821 -0.3899 3.4597  0.088
O -2.2236 -0.6993 2.2408  -0.555
C -0.4739 0.0671 3.7166  -0.174
N 0.4160 0.3292 2.5976  2.013
H 3.7939 -0.0384 2.1536  0.457
H 2.6373 0.4843 0.9171  -0.006
H 2.6163 -1.1878 1.4978  -0.037
H 3.3210 0.3824 4.3736  0.309
H 1.7330 0.8194 6.2676  0.207
H -3.0280 -0.1584 6.6515  0.359
O -1.0067 0.5002 -1.4185  -0.780
P -0.2470 -0.4629 -2.2520  -0.724
N 1.1545 0.2132 -2.8034  0.308
C 1.8879 1.2058 -1.9907  0.855
C 2.8648 1.7832 -3.0055  -0.867
C 3.2408 0.5480 -3.8369  -0.797
C 1.9108 -0.1969 -3.9873  -0.532
N 0.2131 -1.8957 -1.5374  0.790
C -0.6423 -2.5224 -0.4842  0.308
C 0.3317 -3.2931 0.4029  -0.736
C 1.5671 -3.4922 -0.4857  -0.854
C 1.6349 -2.1982 -1.2850  0.129
N -1.0893 -0.8906 -3.6358  0.261
C -0.8629 -2.1989 -4.2897  -0.349
C -2.2372 -2.5850 -4.8601  -0.660
C -3.2263 -1.8390 -3.9548  -0.601
C -2.5216 -0.5083 -3.7527  -0.171
H 2.4395 0.7425 -1.1653  -0.287
H 1.2069 1.9367 -1.5617  -0.515
H 3.7204 2.2602 -2.5281  0.417
H 2.3571 2.5191 -3.6373  0.344
H 3.9507 -0.0644 -3.2743  0.267
H 3.6850 0.7879 -4.8040  0.440
H 2.0583 -1.2796 -4.0473  0.342
H 1.3900 0.1119 -4.9015  0.340
H -1.3903 -3.1746 -0.9426  0.341
H -1.1640 -1.8029 0.1126  -0.273
H -0.0976 -4.2320 0.7489  0.429
H 0.5715 -2.6868 1.2788  0.068
H 1.4110 -4.3354 -1.1658  0.368
H 2.4808 -3.6679 0.0810  0.427
H 2.1868 -2.3172 -2.2195  0.080
H 2.1246 -1.4209 -0.6945  -0.198
H -0.5276 -2.9340 -3.5536  0.222
H -0.1017 -2.1397 -5.0730  0.186
H -2.3773 -3.6666 -4.8747  0.366
H -2.3350 -2.2153 -5.8844  0.325
H -3.3289 -2.3450 -2.9885  0.178
H -4.2168 -1.7252 -4.3975  0.472
H -2.8652 0.0358 -2.8790  -0.007
H -2.6701 0.1289 -4.6323  0.389
F -3.4163 1.5375 -0.6064  -0.216
C -4.3624 0.4450 -0.8806  -0.973
F -5.0134 0.4271 0.3344  -0.083
F -3.3926 -0.6367 -0.6160  -0.108
C -0.4483 3.2599 3.0914  -1.886
C 0.1092 2.8061 1.7417  2.593
C -0.6831 3.4992 0.6240  -1.696
C 1.5764 3.2886 1.6446  -1.610
C -0.0462 1.2612 1.5178  -1.569
H -0.4547 4.3602 3.1496  0.509
H 0.1577 2.8782 3.9200  0.275
H -1.4738 2.8978 3.2286  0.234
H -0.4114 4.5610 0.5468  0.498
H -1.7628 3.4380 0.8136  0.287
H -0.4927 3.0217 -0.3476  0.091
H 1.6450 4.3880 1.7189  0.500
H 2.0112 2.9899 0.6790  0.076
H 2.1772 2.8479 2.4433  0.323
H 0.5803 1.0457 0.6342  0.000

***

Entry 3:
Computed, not measured: a structure of composition C28H40Cl54NO8S2, with ωB97M-V/def2-TZVPD.

Properties
LUMO (eV): 1.07
Calculated total energy (Ha): -27394.27302
Charge: -1
Frontier orbital gap (hartree): 0.264
Highest occupied orbital energy (eV): -6.1

Each line ends with the Mulliken charge.
Geometry (Å):
C 6.1579 2.4896 4.3346  -1.298
C 6.9737 1.3392 3.7082  0.312
C 6.4706 0.0157 4.3276  -1.021
C 6.7336 1.3279 2.1845  2.452
C 7.1967 2.6298 1.4828  -1.682
C 7.3315 0.0783 1.5154  -1.595
O 6.3454 -0.9498 1.2690  -0.213
S 5.4784 -0.7821 -0.0615  1.045
O 5.4349 0.6279 -0.3695  -0.644
O 6.0750 -1.6175 -1.0748  -0.685
N 4.0679 -1.3610 0.3413  -0.538
S 3.5597 -1.1832 1.8311  1.637
O 3.5257 0.1993 2.2885  -0.747
O 4.1116 -2.1473 2.7623  -0.718
C 1.8380 -1.6988 1.6463  -0.668
O 0.9948 -0.6651 1.2512  -0.426
C 0.6192 0.2030 2.2713  -0.318
O -0.7817 0.3549 2.2504  -0.350
C -1.2210 1.6932 2.3421  -0.470
C -1.5223 2.3298 0.9733  -0.332
O -0.6524 1.9239 -0.0709  -0.414
H 6.0743 2.3850 5.4218  0.252
H 6.5330 3.4840 4.0691  0.323
H 5.1375 2.4075 3.9278  0.301
H 8.0461 1.4846 3.9224  0.266
H 5.5077 -0.2474 3.8656  0.018
H 7.1646 -0.8198 4.1899  0.303
H 6.2771 0.1573 5.3986  0.345
H 5.6460 1.2516 2.0492  -0.493
H 7.6523 3.3386 2.1848  0.398
H 7.9044 2.4260 0.6710  0.325
H 6.3421 3.1353 1.0183  0.331
H 8.0475 -0.4104 2.1877  0.341
H 7.8596 0.3063 0.5838  0.352
H 1.8151 -2.5162 0.9227  0.070
H 1.6084 -2.1009 2.6465  0.426
H 1.1212 1.1704 2.1175  0.352
H 0.9470 -0.2003 3.2452  0.270
H -2.1527 1.6851 2.9241  0.344
H -0.4977 2.3022 2.9072  0.367
H -1.5111 3.4260 1.0928  0.291
H -2.5266 2.0357 0.6525  0.227
H 0.2596 2.1808 0.1356  0.262
C -1.6170 1.7462 -3.6041  0.430
Cl -0.7010 2.6511 -4.8067  -0.149
Cl -3.3171 2.2242 -3.5983  -0.042
Cl -1.4750 0.0079 -3.8625  -0.123
H -1.2086 1.9687 -2.6249  -0.124
C -7.4361 3.0312 -1.8509  0.059
Cl -6.4729 3.6246 -0.5033  -0.134
Cl -8.2382 4.3613 -2.6955  -0.140
Cl -6.4429 2.0947 -2.9672  -0.083
H -8.2036 2.3767 -1.4563  0.267
C -8.2229 2.8450 -6.2435  0.417
Cl -7.5383 3.8463 -7.5215  -0.135
Cl -9.9643 3.1191 -6.0997  -0.130
Cl -7.8841 1.1409 -6.5304  0.087
H -7.7616 3.1238 -5.3033  -0.191
C 8.1402 1.6761 8.2739  0.235
Cl 8.9431 2.7490 7.1264  -0.104
Cl 6.4495 2.1335 8.4954  -0.136
Cl 8.2844 0.0057 7.7424  -0.102
H 8.6388 1.7721 9.2314  0.088
C 5.0521 -1.2586 -4.3082  0.499
Cl 6.0411 -0.3639 -5.4690  -0.161
Cl 3.3678 -0.7457 -4.3995  -0.111
Cl 5.1715 -2.9983 -4.6132  -0.098
H 5.4282 -1.0671 -3.3060  -0.119
C -6.1169 -0.4472 -9.3951  0.737
Cl -4.5845 -1.0854 -8.8070  -0.129
Cl -5.9324 1.2034 -9.9857  -0.113
Cl -6.7996 -1.4943 -10.6457  -0.136
H -6.8091 -0.4277 -8.5616  -0.405
C 0.0954 -5.9670 -0.1580  -0.016
Cl 1.2568 -5.0876 0.8248  -0.057
Cl -1.3127 -6.4293 0.8107  -0.121
Cl -0.3865 -5.0269 -1.5661  -0.112
H 0.5644 -6.8793 -0.5039  0.328
C 12.0998 1.2374 9.9541  0.404
Cl 12.5222 2.3638 8.6698  -0.095
Cl 11.0139 1.9946 11.1254  -0.132
Cl 11.3878 -0.2377 9.3074  -0.093
H 13.0087 0.9830 10.4821  -0.109
C -8.0114 -2.2788 -4.4905  -0.150
Cl -6.8502 -2.1289 -5.8155  -0.098
Cl -7.4833 -3.5155 -3.3518  -0.086
Cl -8.2364 -0.7334 -3.6747  0.047
H -8.9625 -2.5830 -4.9103  0.317
C -3.8133 -1.6716 -1.0275  -0.097
Cl -3.6540 -3.0844 -2.0720  -0.138
Cl -4.9210 -0.4925 -1.7374  0.130
Cl -4.3587 -2.1364 0.5837  0.001
H -2.8374 -1.2101 -0.9356  0.133
C -11.4221 0.1160 -8.5592  0.180
Cl -12.3738 -0.9717 -9.5782  -0.148
Cl -11.4519 -0.4143 -6.8745  -0.087
Cl -9.7706 0.2543 -9.1470  0.006
H -11.8798 1.0962 -8.6079  0.035
C -13.4556 2.4889 -11.0571  0.102
Cl -14.0121 3.5850 -12.3187  -0.126
Cl -11.7599 2.7701 -10.6686  -0.078
Cl -14.4533 2.6343 -9.6061  -0.135
H -13.5500 1.4732 -11.4217  0.260
C 14.6488 3.3568 13.0907  -0.011
Cl 14.7728 2.0140 11.9520  -0.095
Cl 13.7072 4.6775 12.4111  -0.108
Cl 13.9625 2.8127 14.6242  -0.129
H 15.6513 3.7181 13.2814  0.356
C -10.2516 -3.5453 -0.8958  0.035
Cl -9.1324 -2.4001 -0.1643  -0.073
Cl -11.5409 -3.9821 0.2270  -0.142
Cl -10.9204 -2.9019 -2.3972  -0.097
H -9.6998 -4.4446 -1.1399  0.263
C 14.0456 -1.5350 14.8490  0.033
Cl 13.5434 -0.8944 13.2876  -0.020
Cl 13.0622 -2.9210 15.3173  -0.123
Cl 15.7605 -1.9521 14.8364  -0.127
H 13.8994 -0.7565 15.5873  0.248
C -17.4798 5.0756 -11.0357  0.197
Cl -17.2489 6.0218 -12.5063  -0.123
Cl -18.6441 5.8517 -9.9622  -0.130
Cl -17.9724 3.4278 -11.4188  -0.111
H -16.5282 5.0243 -10.5201  0.163
C 5.0705 -7.0842 -5.1962  0.329
Cl 3.4965 -7.8443 -5.4410  -0.131
Cl 6.0801 -8.0603 -4.1303  -0.125
Cl 5.8761 -6.7974 -6.7390  -0.126
H 4.9077 -6.1256 -4.7185  0.052
C -4.3221 -4.2392 4.1858  -0.035
Cl -3.3407 -3.7318 5.5581  -0.128
Cl -5.1503 -2.8610 3.4542  -0.120
Cl -3.3405 -5.0532 2.9680  -0.031
H -5.0717 -4.9307 4.5486  0.297

***

Entry 4:
Computed, not measured: a cluster of 2 separate species, C28H40F2N3O5S in total in a non-equilibrium geometry, with ωB97M-V/def2-TZVPD.

Properties
LUMO (eV): -0.19
Calculated total energy (Ha): -2228.86902
Charge: -1
Frontier orbital gap (hartree): 0.045
Highest occupied orbital energy (eV): -1.4

Each line ends with the Mulliken charge.
Geometry (Å):
C 1.5321 -1.1188 4.0100  -0.067
C 1.9105 -0.3211 3.1606  -0.891
C 2.2636 0.5601 1.9260  0.167
C 1.6530 0.1085 0.5278  1.742
C 2.6591 0.6294 -0.6025  -1.523
C 3.8053 -0.3558 -1.0475  0.980
C 5.0335 -0.4861 -0.0604  -1.363
F 4.3486 0.1879 -2.2830  -0.440
C 1.1802 -1.3848 0.4162  -0.787
C 2.2160 -2.5188 0.8089  -0.721
C 1.5823 -3.7431 1.6136  -0.779
C 0.5163 -4.5761 0.7263  0.018
C -0.9320 -4.4845 1.3932  -1.112
C -1.8313 -3.3525 0.7266  0.910
O -3.2074 -3.7979 0.6287  -0.529
C -3.8245 -2.8528 -0.2993  -0.453
N 0.6611 -1.7095 -0.9415  1.243
C -0.2475 -0.6940 -1.4010  -0.540
N -0.9101 -0.9873 -2.5432  0.006
C -0.7131 -2.2378 -3.2958  0.282
F -1.8148 -2.3344 -4.2018  -0.421
C 0.6109 -2.1700 -4.2039  -0.409
C 1.3006 -3.6317 -4.2655  -1.049
N -0.5284 0.5662 -0.8219  -0.004
C 0.3185 0.9948 0.3111  0.465
C -0.6118 1.0068 1.5928  -1.426
C -1.1704 0.6295 2.6189  -0.267
C 0.6560 2.5587 0.0358  -0.813
C -0.5692 3.5145 0.2799  0.656
C -0.2969 4.7821 1.0592  -0.336
C -1.3279 5.8289 1.3483  -0.757
C -2.7221 5.6223 0.8295  -0.353
C -3.0184 4.3585 0.0762  -0.925
C -1.9724 3.3132 -0.2164  0.066
H 1.0896 -1.9245 4.6574  0.401
H 2.0016 1.6320 2.2201  0.328
H 3.4038 0.5618 1.8488  0.484
H 3.1739 1.5750 -0.2244  0.473
H 2.0339 0.8377 -1.5360  0.266
H 3.4494 -1.4013 -1.3377  -0.155
H 4.7573 -0.8655 0.9694  0.261
H 5.5232 0.5432 0.0237  0.348
H 5.8119 -1.1388 -0.5727  0.386
H 0.2916 -1.5057 1.1271  -0.169
H 3.0497 -2.0873 1.4503  0.157
H 2.7474 -2.9849 -0.0922  0.220
H 1.1913 -3.4718 2.6351  0.111
H 2.4456 -4.4732 1.7907  0.426
H 0.5480 -4.2592 -0.3603  -0.134
H 0.8260 -5.6720 0.7528  0.480
H -0.8036 -4.2799 2.5003  0.285
H -1.4208 -5.4968 1.2872  0.324
H -1.4585 -3.2107 -0.3378  -0.515
H -1.7840 -2.3806 1.3162  0.122
H -3.5609 -1.7890 0.0129  0.183
H -3.4177 -3.1005 -1.3281  0.173
H -4.9514 -2.9415 -0.2807  0.300
H 1.4064 -1.9224 -1.6165  0.326
H -1.5505 -0.2829 -2.9350  0.336
H -0.6963 -3.1455 -2.6248  -0.011
H 0.2856 -1.8243 -5.2407  0.480
H 1.3560 -1.4014 -3.8402  0.207
H 2.4013 -3.5225 -4.0056  0.258
H 1.1807 -4.0317 -5.3190  0.317
H 0.8637 -4.3428 -3.5010  0.330
H -0.6877 1.2893 -1.5325  0.533
H -1.6342 0.2187 3.5579  0.404
H 1.5809 2.9143 0.5700  0.443
H 0.8995 2.6333 -1.0830  0.270
H 0.7534 4.9667 1.4339  0.206
H -1.0151 6.7575 1.9123  0.389
H -3.4818 6.4411 1.0359  0.519
H -4.0831 4.2389 -0.2977  0.348
H -2.2505 2.3938 -0.7998  0.153
O -4.2485 9.1590 2.9162  -0.748
S -5.3660 8.9114 1.9719  1.162
O -6.6498 8.9233 2.7099  -0.737
O -5.1787 7.5862 1.3250  -0.771
O -5.3818 9.9693 0.9350  -0.741